Below is a 32-piece molecular cluster, H64O32 overall at a distorted geometry, with properties calculated with the ωB97M-V functional and the def2-TZVPD basis.

```
96
Properties=species:S:1:pos:R:3:forces:R:3:mulliken_charge:R:1
O -1.056 4.579 -1.390 0.15 -0.18 0.19 -0.6848
H -0.838 4.344 -0.465 0.22 0.00 -0.79 0.3291
H -0.412 4.177 -2.004 -0.19 0.07 0.73 0.2859
O 2.186 -0.028 2.758 -1.43 0.31 -0.85 -0.5904
H 2.260 -0.919 2.366 0.44 -0.37 0.40 0.3506
H 1.301 0.203 2.379 0.88 0.25 0.59 0.1487
O 1.845 3.072 0.400 0.76 -0.51 3.33 -0.5844
H 1.737 3.285 -0.493 0.08 0.86 -2.51 0.3854
H 2.566 3.612 0.857 -0.78 -0.56 -0.66 0.2433
O 0.730 0.295 -3.785 1.51 0.55 0.01 -0.6289
H 0.042 0.769 -3.322 -0.61 0.34 0.15 0.2368
H 1.551 0.861 -3.656 -1.12 -0.90 -0.14 0.4285
O -4.893 0.710 -3.034 1.02 1.23 -0.38 -0.7466
H -5.296 0.233 -2.315 -0.27 -0.67 0.47 0.3777
H -4.228 1.315 -2.641 -0.65 -0.46 -0.39 0.3388
O -0.463 -4.511 -0.840 -0.48 0.41 1.01 -0.4731
H -0.633 -4.168 0.089 0.37 -0.14 -1.15 0.3822
H -0.824 -5.404 -0.837 0.02 -0.01 -0.13 0.2497
O 2.851 -5.119 -0.345 -0.53 -0.40 -0.66 -0.6298
H 2.299 -5.287 -1.154 0.64 0.21 0.66 0.3831
H 3.009 -5.980 0.071 -0.06 0.41 -0.23 0.2598
O 4.207 -2.585 -0.019 0.22 0.63 0.46 -0.7615
H 3.929 -1.769 -0.457 -0.07 -0.19 -0.02 0.3440
H 3.688 -3.326 -0.340 -0.22 -0.51 -0.40 0.3537
O -1.830 4.409 2.072 0.54 1.03 0.05 -0.6063
H -2.349 3.666 1.798 -0.52 -0.79 -0.28 0.2205
H -2.252 5.160 1.611 0.16 -0.49 0.11 0.3046
O 2.196 -2.242 -4.073 -1.08 0.03 -0.56 -0.6080
H 1.572 -1.495 -4.106 -0.31 -0.29 -0.03 0.3135
H 2.942 -1.826 -3.691 1.41 0.33 0.66 0.2726
O -3.261 -0.967 0.349 -0.75 1.27 -0.50 -0.6537
H -3.142 -1.676 0.978 0.16 -0.31 0.75 0.3618
H -2.700 -1.118 -0.399 0.76 -0.45 -0.88 0.2567
O -0.653 -3.157 1.568 0.43 -0.49 0.94 -0.5177
H -1.281 -2.449 1.786 0.16 -0.35 -0.10 0.0510
H -0.568 -3.654 2.420 -0.01 0.51 -0.83 0.2266
O -5.458 -1.637 -1.693 -0.70 0.02 1.66 -0.6845
H -4.541 -1.862 -1.801 0.81 -0.19 -0.49 0.3355
H -5.519 -1.671 -0.708 -0.15 0.13 -1.07 0.3312
O 2.948 0.138 -0.980 1.68 0.57 -0.27 -0.6583
H 2.846 0.941 -0.450 -0.27 -0.14 0.36 0.2463
H 2.116 -0.327 -0.986 -1.31 -0.36 0.27 0.5062
O 2.211 -2.706 2.011 -2.22 0.17 -1.22 -0.6930
H 1.326 -2.754 1.463 2.34 0.03 1.30 0.3780
H 2.958 -2.640 1.380 -0.14 -0.28 -0.09 0.4008
O 1.491 -4.810 -2.973 0.70 -0.87 -0.21 -0.6874
H 0.818 -4.373 -2.457 -0.33 0.56 0.21 0.2905
H 1.982 -4.161 -3.499 -0.51 0.21 0.31 0.3567
O -1.041 -1.515 4.378 -0.76 -0.48 0.01 -0.6466
H -0.730 -0.672 4.037 0.09 0.59 0.09 0.3968
H -0.341 -2.159 4.268 0.45 -0.28 -0.05 0.3779
O 4.495 1.651 3.375 1.60 0.24 -0.25 -0.6442
H 3.739 1.076 3.223 -0.14 -0.58 -0.22 0.3867
H 5.336 1.168 3.163 -1.54 0.45 0.28 0.3023
O -3.030 1.816 0.731 -0.07 -0.28 -0.40 -0.5448
H -3.052 0.847 0.593 -0.10 -0.22 0.34 0.0933
H -3.963 2.033 0.838 0.04 0.24 0.02 0.2598
O 0.320 -0.768 -0.563 -0.04 0.79 -1.43 0.2291
H 0.017 -0.536 -1.493 0.31 -0.70 1.52 0.0819
H 0.215 0.066 -0.061 -0.14 -0.17 0.09 0.2579
O -1.117 1.163 3.800 -0.37 0.74 1.56 -0.6919
H -0.983 1.531 2.942 0.31 0.19 -1.34 0.2225
H -1.100 1.972 4.362 0.13 -1.02 -0.27 0.3132
O -3.079 -2.363 2.499 -0.60 -0.14 2.05 -0.6090
H -2.795 -2.019 3.394 0.29 -0.07 -1.09 0.2887
H -3.837 -2.924 2.726 0.23 0.04 -0.32 0.2367
O 1.671 3.471 -2.263 0.56 1.02 -0.58 -0.5861
H 2.279 4.215 -2.477 -0.73 -0.50 0.32 0.2813
H 2.077 2.756 -2.780 0.04 -0.19 0.03 0.2396
O -1.590 -1.674 -2.285 -0.18 -0.04 -0.15 -0.3081
H -1.283 -2.561 -2.065 0.20 -0.14 0.24 0.0953
H -1.847 -1.695 -3.224 -0.38 0.03 -0.04 0.1820
O -2.008 1.244 -2.496 -0.21 -1.37 0.87 -0.6436
H -2.397 1.495 -1.624 0.66 -0.18 -0.73 0.3490
H -1.988 0.235 -2.499 -0.18 1.69 0.18 0.2727
O 0.911 -3.874 4.244 -0.66 -0.03 -0.15 -0.6787
H 1.001 -3.751 5.202 0.59 0.10 -0.69 0.2817
H 1.662 -3.561 3.699 -0.03 0.11 0.62 0.3695
O -3.318 5.517 -0.200 -1.86 -0.74 2.35 -0.6280
H -3.367 6.445 -0.252 -0.18 1.74 -0.17 0.2830
H -2.729 5.251 -0.853 1.92 -0.88 -2.13 0.3826
O -3.033 -0.860 -4.465 -0.14 -0.49 0.56 -0.6919
H -2.500 -0.404 -5.102 0.32 0.48 -0.58 0.3153
H -3.602 -0.195 -4.029 -0.23 -0.12 -0.14 0.4105
O 3.237 1.489 -3.275 0.70 -0.86 -0.25 -0.7970
H 3.439 0.972 -2.432 -0.43 0.19 -0.98 0.4484
H 3.656 1.038 -4.043 -0.26 0.51 0.93 0.2732
O -0.209 1.466 1.068 0.01 -0.41 0.15 0.0154
H 0.409 2.212 0.888 -0.28 0.03 -0.16 0.1798
H -1.136 1.650 0.838 0.44 0.54 -0.01 0.0524
O 1.127 3.204 3.652 -0.29 0.99 0.04 -0.6883
H 1.317 2.406 3.167 0.11 -0.50 -0.27 0.2624
H 0.506 3.710 3.097 0.21 -0.27 0.17 0.3250
O 3.792 4.299 1.923 -0.93 1.00 -0.35 -0.7291
H 3.210 4.438 2.677 -0.43 0.42 0.17 0.3352
H 4.247 3.547 2.253 1.19 -1.68 0.36 0.3447
```
Positions in Å, forces in eV/Å.

Properties
Spin multiplicity = 1
Lowest unoccupied orbital energy = -0.1951 eV
E_HOMO = -11.1 eV
M = 576.48 g/mol
E_tot = -66564.9556 eV


Below is a 2-piece molecular cluster, C5H16N3 overall, with properties calculated with the ωB97M-V functional and the def2-TZVPD basis.

```
24
Properties=species:S:1:pos:R:3:forces:R:3:nbo_charge:R:1
C -2.056 0.195 -1.189 0.69 -0.14 -0.25 -0.6586
C -1.197 -1.032 -1.227 0.00 -0.55 0.45 0.1684
C -0.443 -1.440 -2.240 -0.17 0.46 0.08 -0.4655
N -1.187 -1.784 0.015 -0.27 0.33 -0.37 -0.8651
H -1.645 0.947 -0.510 -0.12 -0.10 0.23 0.2128
H -3.057 -0.084 -0.865 -0.17 0.26 -0.13 0.2333
H -2.040 0.648 -2.176 -0.39 0.01 -0.04 0.2474
H 0.141 -2.349 -2.186 0.01 -0.05 -0.10 0.2062
H -0.417 -0.843 -3.140 0.09 -0.15 -0.11 0.2288
H -2.059 -1.673 0.524 0.14 0.11 0.04 0.3990
H -1.082 -2.774 -0.163 0.08 -0.19 -0.07 0.3988
N 1.255 -0.894 0.889 -0.18 0.29 -0.48 -0.7167
C 1.502 0.542 0.501 0.19 0.09 0.45 -0.2257
C 0.934 1.451 1.583 0.12 0.14 -0.04 -0.2393
N 1.071 2.839 1.156 -0.69 -0.30 -0.21 -0.8077
H 1.299 -0.990 1.903 -0.08 -0.08 -0.01 0.4245
H 0.280 -1.228 0.529 0.27 -0.07 0.64 0.4655
H 1.976 -1.490 0.497 0.03 -0.16 -0.09 0.4299
H 2.575 0.681 0.410 0.03 0.11 -0.06 0.2303
H 1.037 0.730 -0.462 -0.05 -0.15 -0.07 0.2254
H -0.090 1.122 1.816 -0.05 0.11 -0.04 0.1679
H 1.518 1.339 2.500 0.02 -0.13 -0.01 0.2040
H 0.364 3.045 0.447 0.33 0.01 0.10 0.3585
H 0.840 3.444 1.934 0.17 0.15 0.07 0.3780
```
Positions in Å, forces in eV/Å.

Properties
Spin multiplicity = 1
Lowest unoccupied orbital energy = -2.9610 eV
E_HOMO = -13.0 eV
Total charge = +1
M = 118.20 g/mol
E_tot = -9908.4394 eV


Below is C6H6 as an isolated structure at a distorted geometry, with properties calculated with the ωB97M-V functional and the def2-TZVPD basis.

```
12
Properties=species:S:1:pos:R:3:forces:R:3:nbo_charge:R:1
C -2.077 0.035 0.029 0.83 -2.25 0.16 -0.1018
C -0.678 0.052 0.110 -2.11 1.26 -0.02 -0.2262
C 0.378 1.106 0.041 0.99 -0.07 -1.95 -0.3955
C 0.248 -0.997 0.754 -0.68 -1.07 0.14 -0.1827
C 0.221 -0.968 -0.645 -0.90 -0.01 0.89 -0.1572
C 1.242 -0.126 0.048 2.88 -0.36 -1.28 -0.1765
H -2.437 1.016 -0.126 -0.43 1.55 -0.13 0.1111
H 0.454 1.687 -0.876 -0.22 -0.06 -0.27 0.1914
H 0.451 1.750 0.829 0.26 1.68 2.46 0.1930
H -0.013 -1.707 1.510 0.44 -0.10 0.29 0.2601
H -0.109 -1.512 -1.464 0.10 -1.06 -1.26 0.2556
H 2.320 -0.336 -0.211 -1.15 0.50 0.97 0.2287
```
Positions in Å, forces in eV/Å.

Properties
Spin multiplicity = 1
Lowest unoccupied orbital energy = -0.0129 eV
E_HOMO = -8.2 eV
M = 78.11 g/mol
E_tot = -6311.7286 eV


- Among the records above, which one has the lowest lowest unoccupied orbital energy?
  C5H16N3